The following is a DFT calculation (wB97M-V/def2-TZVPD) of a 18-piece molecular cluster, C64H192N21O18P7S11 overall at a distorted geometry.

Calculated values
Molar mass ... 2113.92 g/mol
Kohn-Sham gap ... 7.759 eV
HOMO ... -7.835 eV
Total energy ... -11827.06896 hartree

Bonds (Å) are listed after each position.
Element x y z (Å)
1 O 4.288 0.357 -3.988  P2 1.496
2 P 4.198 0.443 -5.479  O1 1.496, N3 1.727, N6 1.673, N9 1.698
3 N 2.822 -0.377 -6.124  P2 1.727, C4 1.480, C5 1.404
4 C 2.761 -1.182 -7.365  N3 1.480, H12 1.090, H13 1.090, H14 1.090
5 C 1.519 -0.072 -5.698  N3 1.404, H15 1.090, H16 1.090, H17 1.090
6 N 5.442 -0.298 -6.316  P2 1.673, C7 1.463, C8 1.494
7 C 5.852 0.124 -7.656  N6 1.463, H18 1.090, H19 1.090, H20 1.090
8 C 6.040 -1.573 -5.816  N6 1.494, H21 1.090, H22 1.090, H23 1.090
9 N 4.100 1.990 -6.171  P2 1.698, C10 1.473, C11 1.419
10 C 4.772 3.127 -5.520  N9 1.473, H24 1.090, H25 1.090, H26 1.090
11 C 3.208 2.452 -7.173  N9 1.419, H27 1.090, H28 1.090, H29 1.090
12 H 1.875 -1.815 -7.396  C4 1.090
13 H 3.642 -1.823 -7.349  C4 1.090
14 H 2.721 -0.647 -8.314  C4 1.090
15 H 0.932 -0.986 -5.784  C5 1.090
16 H 1.189 0.609 -6.483  C5 1.090
17 H 1.529 0.279 -4.665  C5 1.090
18 H 5.207 0.883 -8.098  C7 1.090
19 H 6.814 0.633 -7.585  C7 1.090
20 H 5.951 -0.677 -8.388  C7 1.090
21 H 7.089 -1.493 -5.530  C8 1.090
22 H 5.513 -1.763 -4.881  C8 1.090
23 H 5.929 -2.389 -6.531  C8 1.090
24 H 5.842 3.060 -5.719  C10 1.090
25 H 4.503 4.122 -5.875  C10 1.090
26 H 4.574 3.067 -4.450  C10 1.090
27 H 2.928 1.696 -7.907  C11 1.090
28 H 3.719 3.197 -7.782  C11 1.090
29 H 2.259 2.796 -6.762  C11 1.090
30 O 1.559 2.499 1.066  P31 1.464
31 P 0.418 1.831 0.436  O30 1.464, N32 1.718, N35 1.738, N38 1.789
32 N 0.737 1.084 -1.077  P31 1.718, C33 1.491, C34 1.494
33 C -0.283 0.492 -1.990  N32 1.491, H41 1.090, H42 1.090, H43 1.090
34 C 2.068 1.282 -1.725  N32 1.494, H44 1.090, H45 1.090, H46 1.090
35 N -0.870 2.962 0.147  P31 1.738, C36 1.440, C37 1.559
36 C -0.620 4.298 -0.327  N35 1.440, H47 1.090, H48 1.090, H49 1.090
37 C -2.313 2.404 -0.049  N35 1.559, H50 1.090, H51 1.090, H52 1.090
38 N -0.177 0.456 1.412  P31 1.789, C39 1.429, C40 1.429
39 C 0.516 -0.793 1.359  N38 1.429, H53 1.090, H54 1.090, H55 1.090
40 C -0.872 0.648 2.646  N38 1.429, H56 1.090, H57 1.090, H58 1.090
41 H -0.753 1.247 -2.620  C33 1.090
42 H -1.032 -0.104 -1.468  C33 1.090
43 H 0.197 -0.299 -2.566  C33 1.090
44 H 2.281 0.340 -2.231  C34 1.090
45 H 2.885 1.465 -1.027  C34 1.090
46 H 1.909 1.967 -2.558  C34 1.090
47 H -1.554 4.843 -0.187  C36 1.090
48 H 0.128 4.822 0.269  C36 1.090
49 H -0.276 4.161 -1.352  C36 1.090
50 H -2.563 2.319 -1.107  C37 1.090
51 H -2.353 1.432 0.442  C37 1.090
52 H -2.957 3.082 0.511  C37 1.090
53 H 1.450 -0.729 1.918  C39 1.090
54 H -0.156 -1.608 1.625  C39 1.090
55 H 0.820 -1.021 0.338  C39 1.090
56 H -0.346 1.424 3.200  C40 1.090
57 H -0.701 -0.209 3.298  C40 1.090
58 H -1.938 0.853 2.547  C40 1.090
59 O 5.381 -3.952 -2.014  P60 1.480
60 P 4.025 -4.293 -1.529  O59 1.480, N61 1.709, N64 1.735, N67 1.666
61 N 2.709 -3.756 -2.478  P60 1.709, C62 1.553, C63 1.455
62 C 2.384 -4.413 -3.847  N61 1.553, H70 1.090, H71 1.090, H72 1.090
63 C 2.217 -2.388 -2.422  N61 1.455, H73 1.090, H74 1.090, H75 1.090
64 N 3.590 -3.770 0.067  P60 1.735, C65 1.411, C66 1.471
65 C 2.331 -3.860 0.698  N64 1.411, H76 1.090, H77 1.090, H78 1.090
66 C 4.681 -3.543 1.026  N64 1.471, H79 1.090, H80 1.090, H81 1.090
67 N 3.851 -5.945 -1.405  P60 1.666, C68 1.498, C69 1.503
68 C 4.931 -6.648 -0.642  N67 1.498, H82 1.090, H83 1.090, H84 1.090
69 C 2.528 -6.656 -1.335  N67 1.503, H85 1.090, H86 1.090, H87 1.090
70 H 2.776 -5.427 -3.768  C62 1.090
71 H 2.915 -3.875 -4.632  C62 1.090
72 H 1.322 -4.461 -4.088  C62 1.090
73 H 1.131 -2.372 -2.513  C63 1.090
74 H 2.706 -1.648 -3.055  C63 1.090
75 H 2.501 -2.036 -1.430  C63 1.090
76 H 2.351 -4.524 1.563  C65 1.090
77 H 1.869 -2.942 1.063  C65 1.090
78 H 1.541 -4.273 0.070  C65 1.090
79 H 4.359 -2.703 1.642  C66 1.090
80 H 4.791 -4.509 1.519  C66 1.090
81 H 5.621 -3.312 0.525  C66 1.090
82 H 5.299 -7.411 -1.328  C68 1.090
83 H 5.723 -5.985 -0.291  C68 1.090
84 H 4.554 -7.153 0.247  C68 1.090
85 H 1.757 -6.185 -1.945  C69 1.090
86 H 2.251 -6.631 -0.281  C69 1.090
87 H 2.660 -7.650 -1.763  C69 1.090
88 O 0.340 4.999 -6.649  P89 1.484
89 P -0.127 5.594 -5.372  O88 1.484, N90 1.672, N93 1.774, N96 1.712
90 N 1.040 5.707 -4.180  P89 1.672, C91 1.470, C92 1.492
91 C 2.095 6.674 -4.517  N90 1.470, H99 1.090, H100 1.090, H101 1.090
92 C 1.595 4.516 -3.474  N90 1.492, H102 1.090, H103 1.090, H104 1.090
93 N -1.284 4.566 -4.505  P89 1.774, C94 1.485, C95 1.431
94 C -1.387 3.155 -4.954  N93 1.485, H105 1.090, H106 1.090, H107 1.090
95 C -2.078 5.036 -3.410  N93 1.431, H108 1.090, H109 1.090, H110 1.090
96 N -0.883 7.127 -5.474  P89 1.712, C97 1.485, C98 1.488
97 C -1.199 7.755 -6.782  N96 1.485, H111 1.090, H112 1.090, H113 1.090
98 C -1.209 7.947 -4.276  N96 1.488, H114 1.090, H115 1.090, H116 1.090
99 H 3.130 6.480 -4.235  C91 1.090
100 H 1.716 7.669 -4.284  C91 1.090
101 H 2.243 6.687 -5.596  C91 1.090
102 H 2.120 3.892 -4.197  C92 1.090
103 H 0.763 3.909 -3.117  C92 1.090
104 H 2.258 4.803 -2.658  C92 1.090
105 H -0.802 2.465 -4.346  C94 1.090
106 H -2.410 2.788 -5.029  C94 1.090
107 H -1.006 3.001 -5.964  C94 1.090
108 H -2.914 5.606 -3.815  C95 1.090
109 H -2.544 4.252 -2.813  C95 1.090
110 H -1.434 5.601 -2.737  C95 1.090
111 H -0.257 7.981 -7.281  C97 1.090
112 H -1.786 7.225 -7.533  C97 1.090
113 H -1.433 8.819 -6.747  C97 1.090
114 H -2.228 8.320 -4.373  C98 1.090
115 H -0.526 8.784 -4.130  C98 1.090
116 H -1.012 7.434 -3.335  C98 1.090
117 O -0.682 -8.903 4.570  P118 1.506
118 P 0.396 -7.997 5.107  O117 1.506, N119 1.750, N122 1.699, N125 1.742
119 N 2.008 -8.642 4.889  P118 1.750, C120 1.440, C121 1.499
120 C 2.280 -9.388 3.688  N119 1.440, H128 1.090, H129 1.090, H130 1.090
121 C 3.193 -8.319 5.749  N119 1.499, H131 1.090, H132 1.090, H133 1.090
122 N 0.192 -7.757 6.776  P118 1.699, C123 1.436, C124 1.435
123 C 0.071 -8.915 7.617  N122 1.436, H134 1.090, H135 1.090, H136 1.090
124 C -0.404 -6.597 7.375  N122 1.435, H137 1.090, H138 1.090, H139 1.090
125 N 0.512 -6.501 4.223  P118 1.742, C126 1.511, C127 1.433
126 C 1.600 -5.491 4.505  N125 1.511, H140 1.090, H141 1.090, H142 1.090
127 C 0.004 -6.353 2.892  N125 1.433, H143 1.090, H144 1.090, H145 1.090
128 H 3.266 -9.810 3.882  C120 1.090
129 H 2.159 -8.660 2.886  C120 1.090
130 H 1.516 -10.130 3.453  C120 1.090
131 H 3.534 -7.337 5.420  C121 1.090
132 H 4.037 -8.995 5.611  C121 1.090
133 H 2.941 -8.242 6.807  C121 1.090
134 H 0.698 -8.886 8.508  C123 1.090
135 H -0.967 -9.070 7.911  C123 1.090
136 H 0.419 -9.777 7.047  C123 1.090
137 H -1.471 -6.805 7.286  C124 1.090
138 H -0.135 -6.558 8.430  C124 1.090
139 H -0.124 -5.721 6.791  C124 1.090
140 H 2.575 -5.846 4.171  C126 1.090
141 H 1.401 -4.507 4.081  C126 1.090
142 H 1.580 -5.459 5.595  C126 1.090
143 H -0.783 -7.091 2.738  C127 1.090
144 H 0.810 -6.372 2.159  C127 1.090
145 H -0.465 -5.380 2.739  C127 1.090
146 O -1.248 -4.351 0.680  P147 1.469
147 P -2.522 -4.609 -0.003  O146 1.469, N148 1.727, N151 1.716, N154 1.728
148 N -3.476 -3.268 -0.526  P147 1.727, C149 1.462, C150 1.483
149 C -2.765 -2.127 -1.100  N148 1.462, H157 1.090, H158 1.090, H159 1.090
150 C -4.917 -3.365 -0.865  N148 1.483, H160 1.090, H161 1.090, H162 1.090
151 N -3.656 -5.391 1.021  P147 1.716, C152 1.416, C153 1.422
152 C -3.446 -6.782 1.185  N151 1.416, H163 1.090, H164 1.090, H165 1.090
153 C -4.052 -4.733 2.217  N151 1.422, H166 1.090, H167 1.090, H168 1.090
154 N -2.534 -5.586 -1.429  P147 1.728, C155 1.500, C156 1.481
155 C -1.375 -5.280 -2.329  N154 1.500, H169 1.090, H170 1.090, H171 1.090
156 C -3.804 -6.063 -2.023  N154 1.481, H172 1.090, H173 1.090, H174 1.090
157 H -3.138 -1.182 -0.706  C149 1.090
158 H -3.030 -2.257 -2.150  C149 1.090
159 H -1.695 -2.254 -0.935  C149 1.090
160 H -5.301 -4.295 -0.447  C150 1.090
161 H -5.062 -3.408 -1.945  C150 1.090
162 H -5.410 -2.413 -0.668  C150 1.090
163 H -3.983 -7.166 2.052  C152 1.090
164 H -3.659 -7.367 0.290  C152 1.090
165 H -2.369 -6.941 1.240  C152 1.090
166 H -3.872 -3.678 2.012  C153 1.090
167 H -5.114 -4.839 2.440  C153 1.090
168 H -3.573 -5.015 3.154  C153 1.090
169 H -1.074 -6.211 -2.810  C155 1.090
170 H -1.549 -4.561 -3.129  C155 1.090
171 H -0.507 -4.932 -1.768  C155 1.090
172 H -4.634 -6.227 -1.334  C156 1.090
173 H -3.720 -7.108 -2.319  C156 1.090
174 H -4.071 -5.496 -2.914  C156 1.090
175 O -4.794 2.614 2.861  P176 1.457
176 P -5.026 1.436 3.687  O175 1.457, N177 1.726, N180 1.712, N183 1.800
177 N -4.688 -0.125 3.031  P176 1.726, C178 1.541, C179 1.490
178 C -4.327 -1.359 3.881  N177 1.541, H186 1.090, H187 1.090, H188 1.090
179 C -4.457 -0.255 1.565  N177 1.490, H189 1.090, H190 1.090, H191 1.090
180 N -6.698 1.413 4.057  P176 1.712, C181 1.476, C182 1.434
181 C -7.759 0.800 3.236  N180 1.476, H192 1.090, H193 1.090, H194 1.090
182 C -7.214 2.476 4.870  N180 1.434, H195 1.090, H196 1.090, H197 1.090
183 N -4.266 1.457 5.318  P176 1.800, C184 1.517, C185 1.491
184 C -2.949 2.171 5.551  N183 1.517, H198 1.090, H199 1.090, H200 1.090
185 C -4.776 0.521 6.361  N183 1.491, H201 1.090, H202 1.090, H203 1.090
186 H -3.593 -1.051 4.626  C178 1.090
187 H -4.109 -2.202 3.225  C178 1.090
188 H -5.130 -1.651 4.557  C178 1.090
189 H -3.371 -0.246 1.464  C179 1.090
190 H -4.903 0.591 1.041  C179 1.090
191 H -4.963 -1.093 1.086  C179 1.090
192 H -7.448 -0.037 2.610  C181 1.090
193 H -8.597 0.531 3.878  C181 1.090
194 H -8.225 1.611 2.676  C181 1.090
195 H -6.481 2.722 5.638  C182 1.090
196 H -7.339 3.353 4.236  C182 1.090
197 H -8.209 2.256 5.257  C182 1.090
198 H -3.001 3.242 5.352  C184 1.090
199 H -2.715 2.175 6.615  C184 1.090
200 H -2.106 1.812 4.960  C184 1.090
201 H -3.919 -0.096 6.629  C185 1.090
202 H -5.595 -0.135 6.066  C185 1.090
203 H -5.221 1.170 7.116  C185 1.090
204 C 6.510 4.372 0.603  S205 1.830, H208 1.090, H209 1.090, H210 1.090
205 S 4.724 4.226 0.230  C204 1.830, O206 1.534, C207 1.832
206 O 4.343 5.680 -0.077  S205 1.534
207 C 4.910 3.495 -1.439  S205 1.832, H211 1.090, H212 1.090, H213 1.090
208 H 7.011 3.421 0.780  C204 1.090
209 H 6.713 5.040 1.440  C204 1.090
210 H 6.990 4.887 -0.229  C204 1.090
211 H 4.833 2.417 -1.294  C207 1.090
212 H 5.869 3.769 -1.878  C207 1.090
213 H 4.125 3.906 -2.073  C207 1.090
214 C -1.287 4.902 3.178  S215 1.836, H218 1.090, H219 1.090, H220 1.090
215 S 0.085 5.352 4.313  C214 1.836, O216 1.531, C217 1.817
216 O -0.044 4.495 5.575  S215 1.531
217 C 1.282 4.355 3.378  S215 1.817, H221 1.090, H222 1.090, H223 1.090
218 H -1.101 5.213 2.150  C214 1.090
219 H -2.278 5.164 3.549  C214 1.090
220 H -1.292 3.821 3.045  C214 1.090
221 H 2.185 4.129 3.945  C217 1.090
222 H 1.552 4.878 2.460  C217 1.090
223 H 0.779 3.406 3.193  C217 1.090
224 C -2.359 -0.576 -7.273  S225 1.865, H228 1.090, H229 1.090, H230 1.090
225 S -3.895 -1.205 -6.420  C224 1.865, O226 1.533, C227 1.837
226 O -3.589 -0.639 -5.028  S225 1.533
227 C -5.117 -0.049 -7.159  S225 1.837, H231 1.090, H232 1.090, H233 1.090
228 H -2.601 -0.880 -8.292  C224 1.090
229 H -1.623 -1.169 -6.730  C224 1.090
230 H -2.361 0.500 -7.101  C224 1.090
231 H -5.209 -0.104 -8.243  C227 1.090
232 H -4.856 0.967 -6.863  C227 1.090
233 H -6.105 -0.152 -6.710  C227 1.090
234 C 6.074 0.070 0.555  S235 1.869, H238 1.090, H239 1.090, H240 1.090
235 S 6.870 0.678 -1.022  C234 1.869, O236 1.549, C237 1.884
236 O 8.372 0.550 -0.666  S235 1.549
237 C 6.227 -0.787 -2.017  S235 1.884, H241 1.090, H242 1.090, H243 1.090
238 H 6.792 -0.513 1.131  C234 1.090
239 H 5.165 -0.500 0.364  C234 1.090
240 H 5.753 0.912 1.169  C234 1.090
241 H 6.582 -0.748 -3.047  C237 1.090
242 H 5.167 -1.018 -1.911  C237 1.090
243 H 6.721 -1.655 -1.582  C237 1.090
244 C -6.525 8.892 -1.274  S245 1.852, H248 1.090, H249 1.090, H250 1.090
245 S -5.196 8.494 -2.500  C244 1.852, O246 1.481, C247 1.810
246 O -5.022 9.735 -3.289  S245 1.481
247 C -3.852 8.507 -1.288  S245 1.810, H251 1.090, H252 1.090, H253 1.090
248 H -7.477 8.791 -1.795  C244 1.090
249 H -6.412 9.908 -0.896  C244 1.090
250 H -6.568 8.279 -0.374  C244 1.090
251 H -2.825 8.404 -1.641  C247 1.090
252 H -3.996 7.730 -0.538  C247 1.090
253 H -3.909 9.461 -0.765  C247 1.090
254 C -6.149 -1.114 -3.723  S255 1.884, H258 1.090, H259 1.090, H260 1.090
255 S -6.812 0.182 -2.526  C254 1.884, O256 1.539, C257 1.865
256 O -6.850 -0.384 -1.096  S255 1.539
257 C -5.180 1.085 -2.564  S255 1.865, H261 1.090, H262 1.090, H263 1.090
258 H -6.033 -0.719 -4.732  C254 1.090
259 H -6.899 -1.902 -3.774  C254 1.090
260 H -5.238 -1.639 -3.434  C254 1.090
261 H -4.371 0.513 -2.111  C257 1.090
262 H -5.335 2.030 -2.044  C257 1.090
263 H -5.044 1.295 -3.625  C257 1.090
264 C 5.995 0.656 4.480  S265 1.872, H268 1.090, H269 1.090, H270 1.090
265 S 4.200 0.672 3.950  C264 1.872, O266 1.544, C267 1.887
266 O 3.832 -0.693 3.330  S265 1.544
267 C 3.520 0.870 5.699  S265 1.887, H271 1.090, H272 1.090, H273 1.090
268 H 6.355 1.684 4.445  C264 1.090
269 H 6.722 0.193 3.812  C264 1.090
270 H 6.060 0.090 5.409  C264 1.090
271 H 4.079 1.709 6.114  C267 1.090
272 H 3.784 0.083 6.406  C267 1.090
273 H 2.472 1.162 5.772  C267 1.090
274 C 0.908 -2.569 7.114  S275 1.892, H278 1.090, H279 1.090, H280 1.090
275 S -0.900 -3.009 6.767  C274 1.892, O276 1.551, C277 1.888
276 O -1.840 -1.857 7.208  S275 1.551
277 C -0.837 -2.923 4.882  S275 1.888, H281 1.090, H282 1.090, H283 1.090
278 H 1.283 -2.591 8.138  C274 1.090
279 H 1.243 -1.631 6.671  C274 1.090
280 H 1.554 -3.288 6.612  C274 1.090
281 H -0.496 -3.808 4.346  C277 1.090
282 H -0.223 -2.128 4.458  C277 1.090
283 H -1.839 -2.725 4.501  C277 1.090
284 C -0.546 8.587 1.297  S285 1.870, H288 1.090, H289 1.090, H290 1.090
285 S -0.064 7.802 -0.330  C284 1.870, O286 1.515, C287 1.847
286 O -0.083 8.876 -1.398  S285 1.515
287 C 1.700 7.316 -0.076  S285 1.847, H291 1.090, H292 1.090, H293 1.090
288 H -0.363 7.874 2.101  C284 1.090
289 H -1.600 8.838 1.417  C284 1.090
290 H 0.105 9.434 1.517  C284 1.090
291 H 1.797 6.559 0.702  C287 1.090
292 H 2.385 8.131 0.157  C287 1.090
293 H 2.085 6.763 -0.933  C287 1.090
294 C 4.448 -2.879 5.354  S295 1.832, H298 1.090, H299 1.090, H300 1.090
295 S 4.419 -3.725 6.978  C294 1.832, O296 1.529, C297 1.853
296 O 3.963 -5.177 6.834  S295 1.529
297 C 6.257 -3.963 6.972  S295 1.853, H301 1.090, H302 1.090, H303 1.090
298 H 3.499 -2.351 5.267  C294 1.090
299 H 4.434 -3.710 4.648  C294 1.090
300 H 5.210 -2.100 5.323  C294 1.090
301 H 6.618 -4.141 5.959  C297 1.090
302 H 6.688 -4.737 7.607  C297 1.090
303 H 6.728 -3.019 7.246  C297 1.090
304 C -5.073 5.964 1.165  S305 1.841, H308 1.090, H309 1.090, H310 1.090
305 S -5.942 5.408 -0.361  C304 1.841, O306 1.501, C307 1.891
306 O -4.978 5.275 -1.504  S305 1.501
307 C -6.328 3.718 0.395  S305 1.891, H311 1.090, H312 1.090, H313 1.090
308 H -4.222 5.284 1.199  C304 1.090
309 H -5.656 5.894 2.083  C304 1.090
310 H -4.751 7.005 1.187  C304 1.090
311 H -7.305 3.302 0.146  C307 1.090
312 H -6.588 3.787 1.451  C307 1.090
313 H -5.623 2.904 0.227  C307 1.090

Mulliken population analysis, charges in e, atoms 1 to 4: 0.218 -1.118 1.362 -1.155